Computed, not measured: a structure of composition C24H59BrFGaO14P3, with the ωB97M-V functional and the def2-TZVPD basis.

## Properties
Gap between HOMO and LUMO ... 5.091 eV
Multiplicity ... 1
Charge ... -1
E_tot ... -207517.965 eV
Highest occupied orbital energy ... -5.4085 eV

CARTESIAN COORDINATES (ANGSTROEM)
1 C -1.12662 -2.43299 7.88627
2 C -0.06965 -2.89283 6.87339
3 O -0.52391 -3.81198 5.90209
4 C -1.59697 -3.33696 5.11332
5 C -2.81258 -4.28387 5.34452
6 O -2.90604 -4.68004 6.67599
7 Ga -4.62741 -4.54865 7.38556
8 F -4.41949 -4.33949 9.20850
9 Br -5.77154 -6.63385 6.85672
10 C -5.69717 -2.97244 6.67536
11 C -4.90966 -1.64191 6.77654
12 H -1.53798 -3.26974 8.44652
13 H -0.64144 -1.68601 8.52956
14 H -1.94471 -1.89431 7.40132
15 H 0.47366 -2.03655 6.43142
16 H 0.68924 -3.43485 7.45325
17 H -1.34198 -3.44688 4.04477
18 H -1.84418 -2.28118 5.27285
19 H -3.73824 -3.86858 4.91289
20 H -2.57634 -5.19064 4.75402
21 H -6.64550 -2.89002 7.20795
22 H -5.83219 -3.16216 5.60361
23 H -4.02015 -1.61892 6.14182
24 H -5.57651 -0.84357 6.41124
25 H -4.67354 -1.38683 7.81368
26 O 3.16144 -0.63104 -0.22203
27 P 2.16148 -0.23154 0.81409
28 O 0.72434 -0.29897 0.02405
29 C 0.40750 -1.38406 -0.84438
30 C -0.41003 -2.44237 -0.12763
31 O 2.40413 1.38338 0.87570
32 C 3.62314 1.95798 0.41323
33 C 3.45993 2.48618 -0.99849
34 O 1.46147 -0.10722 2.29829
35 C 1.01117 -1.28510 2.97587
36 C 2.03645 -2.39657 2.98661
37 H 1.30492 -1.82936 -1.27801
38 H -0.17880 -0.96656 -1.66544
39 H 0.19459 -2.94988 0.62878
40 H -0.76662 -3.19419 -0.83286
41 H -1.26894 -1.99564 0.37412
42 H 4.44177 1.24096 0.47324
43 H 3.86978 2.78221 1.08605
44 H 3.04377 1.72802 -1.66200
45 H 4.41737 2.82001 -1.40320
46 H 2.76448 3.32709 -1.00900
47 H 0.06425 -1.61632 2.54261
48 H 0.79630 -0.99087 4.00412
49 H 2.27635 -2.72744 1.96779
50 H 1.66074 -3.25541 3.54439
51 H 2.96580 -2.05739 3.44805
52 O 5.49385 5.58189 -3.82597
53 P 6.40884 5.86282 -4.99093
54 O 7.73940 5.13437 -4.29740
55 C 7.65785 3.83903 -3.70855
56 C 8.10304 2.75642 -4.67532
57 O 6.75210 7.42770 -4.65340
58 C 5.80010 8.26100 -3.99183
59 C 6.10535 8.33987 -2.50902
60 O 7.38924 6.08234 -6.32721
61 C 7.54535 5.04233 -7.28743
62 C 6.23058 4.42944 -7.72107
63 H 6.65219 3.62698 -3.34348
64 H 8.32456 3.84632 -2.84383
65 H 7.38915 2.65332 -5.49690
66 H 8.16909 1.79343 -4.16669
67 H 9.07700 2.99548 -5.10430
68 H 4.78288 7.91069 -4.16686
69 H 5.87693 9.25604 -4.43503
70 H 6.20955 7.34724 -2.07186
71 H 5.31718 8.87634 -1.97844
72 H 7.05189 8.85837 -2.34660
73 H 8.23116 4.28598 -6.89891
74 H 8.03528 5.49134 -8.15344
75 H 5.71108 3.96195 -6.87548
76 H 6.39569 3.66532 -8.48097
77 H 5.56767 5.19332 -8.13098
78 O -6.51757 -0.58967 -1.46543
79 P -5.51778 -1.52629 -2.06604
80 O -6.00128 -2.97035 -1.43642
81 C -7.37754 -3.33210 -1.38011
82 C -7.77198 -4.19808 -2.56291
83 O -4.20272 -1.21779 -1.15822
84 C -4.06426 0.03004 -0.47385
85 C -4.48514 -0.11957 0.97497
86 O -4.50352 -2.27961 -3.14048
87 C -5.01178 -2.80191 -4.36525
88 C -5.90053 -1.82585 -5.10736
89 H -8.02158 -2.45330 -1.32374
90 H -7.51453 -3.89697 -0.45678
91 H -7.74787 -3.62049 -3.49128
92 H -8.78484 -4.58269 -2.43381
93 H -7.08720 -5.03976 -2.67290
94 H -4.63003 0.81684 -0.97239
95 H -3.01091 0.31534 -0.51860
96 H -5.47341 -0.57133 1.05742
97 H -4.49822 0.84858 1.47760
98 H -3.79276 -0.77759 1.50285
99 H -5.52656 -3.74722 -4.17425
100 H -4.14443 -3.03947 -4.98376
101 H -6.78810 -1.56747 -4.51797
102 H -6.23474 -2.25470 -6.05257
103 H -5.36355 -0.89851 -5.31385

Atoms 1-6, force components in eV/Å:
0.31 0.60 -0.53
0.16 -0.37 0.90
0.27 0.77 -0.31
-0.82 -0.74 -0.39
0.88 -0.73 -0.12
-0.84 0.58 0.17

Mulliken population analysis, charges in e, atoms 1 to 4: atom 1 (C): -0.87, atom 2 (C): -0.22, atom 3 (O): -0.34, atom 4 (C): -0.21

Computed, not measured: a structure of composition C24H59N7O15P2, with the ωB97M-V functional and the def2-TZVPD basis.

## Properties
Gap between HOMO and LUMO ... 9.146 eV
Multiplicity ... 1
E_tot ... -85566.873 eV
Highest occupied orbital energy ... -8.8346 eV

CARTESIAN COORDINATES (ANGSTROEM)
1 O 1.07204 -3.94064 -0.96356
2 P 1.02824 -2.71464 -1.79198
3 O -0.44716 -2.45056 -2.47422
4 P -0.65920 -2.58844 -4.06930
5 O 0.42401 -3.32701 -4.74996
6 O -2.11027 -3.20580 -4.20086
7 C -2.18325 -4.64041 -4.39853
8 C -2.06218 -4.99975 -5.89071
9 O -1.15905 -6.06319 -6.10503
10 O -0.86806 -1.09909 -4.59670
11 C 0.29260 -0.47843 -5.17252
12 O 0.33045 -0.80610 -6.53736
13 O 1.62424 -1.33406 -6.84194
14 H 1.19595 -1.57081 -1.00305
15 H 2.00896 -2.65259 -2.77895
16 H -3.15340 -4.95045 -4.00134
17 H -1.41304 -5.16233 -3.82582
18 H -3.04526 -5.27427 -6.28654
19 H -1.76560 -4.08500 -6.42043
20 H -0.29974 -5.67924 -6.25312
21 H 0.15961 0.59966 -5.03828
22 H 1.21931 -0.78246 -4.68413
23 H 1.47586 -2.28674 -6.76917
24 C 0.10543 2.97064 -2.40168
25 O 1.06715 2.54602 -1.78028
26 N 0.09369 4.09680 -3.12601
27 C -1.08875 4.54903 -3.83855
28 C 1.30383 4.89220 -3.18570
29 H -0.86156 2.44097 -2.42360
30 H -0.87524 4.61113 -4.90885
31 H -1.39206 5.52400 -3.47283
32 H -1.90688 3.85152 -3.68175
33 H 2.12433 4.30956 -3.60771
34 H 1.59799 5.21171 -2.18471
35 H 1.12443 5.76760 -3.80567
36 C -3.23057 7.98310 -5.85035
37 O -3.35887 6.85177 -5.42987
38 N -2.05719 8.64504 -5.92660
39 C -1.96543 9.99586 -6.43910
40 C -0.85258 7.96864 -5.47775
41 H -4.08508 8.57907 -6.21471
42 H -1.31275 10.03040 -7.31403
43 H -1.56539 10.66840 -5.67728
44 H -2.95394 10.34664 -6.72843
45 H -0.70200 7.05621 -6.05639
46 H -0.95012 7.69243 -4.42703
47 H 0.00272 8.62768 -5.60524
48 C 0.05198 -3.30541 4.34766
49 O -0.24869 -3.67358 5.47362
50 N 0.85851 -3.97039 3.51156
51 C 1.18023 -3.47367 2.18285
52 C 1.41936 -5.22923 3.96917
53 H -0.33193 -2.36426 3.91640
54 H 0.86459 -4.18024 1.41800
55 H 2.25912 -3.32871 2.10115
56 H 0.67914 -2.52275 2.00880
57 H 0.60976 -5.91725 4.21455
58 H 2.01138 -5.05966 4.86823
59 H 2.04602 -5.66210 3.19431
60 C -1.13446 1.27095 4.61381
61 O -1.31584 2.32644 4.03169
62 N -2.10828 0.51007 5.14608
63 C -1.82122 -0.74727 5.81073
64 C -3.48311 0.96611 5.03883
65 H -0.12779 0.83844 4.74983
66 H -2.32978 -1.56294 5.29378
67 H -2.15982 -0.72126 6.84795
68 H -0.75185 -0.94106 5.79826
69 H -3.76417 1.07986 3.99134
70 H -3.60068 1.93428 5.52637
71 H -4.13864 0.24006 5.51275
72 C 3.91524 -1.54056 0.03258
73 O 3.84387 -1.75310 -1.16484
74 N 5.03120 -1.15328 0.67003
75 C 5.05724 -0.91114 2.09835
76 C 6.24622 -0.97193 -0.10776
77 H 3.04764 -1.64880 0.70397
78 H 5.34124 0.12236 2.30427
79 H 5.77285 -1.57647 2.58511
80 H 4.07008 -1.09126 2.52008
81 H 6.09155 -0.21535 -0.87702
82 H 6.52186 -1.90440 -0.60046
83 H 7.05086 -0.65895 0.55263
84 C -2.19080 5.99601 -0.10608
85 O -2.07204 5.55910 -1.23852
86 N -1.89816 5.32553 1.01866
87 C -2.07364 5.92533 2.32772
88 C -1.39182 3.96244 0.91978
89 H -2.56268 7.01760 0.08725
90 H -1.12144 5.96388 2.85940
91 H -2.78072 5.34471 2.92249
92 H -2.45593 6.93839 2.21736
93 H -0.46259 3.94280 0.34889
94 H -2.11801 3.33106 0.40620
95 H -1.21363 3.56947 1.91772
96 C 1.71650 -6.80302 7.39703
97 O 2.76867 -7.15873 7.89376
98 N 0.59689 -7.55100 7.36242
99 C -0.63603 -7.07905 6.76097
100 C 0.63730 -8.87595 7.95599
101 H 1.59233 -5.81255 6.92997
102 H -1.42857 -7.05723 7.51186
103 H -0.93220 -7.74700 5.94840
104 H -0.50368 -6.07279 6.36470
105 H 0.89432 -8.81045 9.01370
106 H 1.39309 -9.48971 7.46476
107 H -0.33705 -9.34648 7.84854

Atoms 1-6, force components in eV/Å:
-0.17 0.36 -0.51
0.35 -0.72 1.53
0.82 0.06 -0.73
-0.51 -0.22 -0.62
-0.30 0.22 0.35
0.62 0.39 0.22

Mulliken population analysis, charges in e, atoms 1 to 4: atom 1 (O): -0.66, atom 2 (P): 0.77, atom 3 (O): -0.25, atom 4 (P): 0.92

Computed, not measured: a cluster of 7 separate species, C24H60N2O7 in total, with the ωB97M-V functional and the def2-TZVPD basis.

## Properties
Structure (SMILES) ... CC(N)=O.CC(N)=O.CCOCC.CCOCC.CCOCC.CCOCC.CCOCC
Gap between HOMO and LUMO ... 10.053 eV
Multiplicity ... 1
Relative energy (zero: lowest compared OMol25 entry of this formula, charge and spin) ... 0.0 kcal/mol
E_tot ... -43171.620 eV
Highest occupied orbital energy ... -9.4847 eV

CARTESIAN COORDINATES (ANGSTROEM)
1 C -1.59974 0.77120 -0.22565
2 C -0.65435 0.70964 -1.37304
3 O -0.43259 -0.67383 -1.67146
4 C 0.32284 -0.79268 -2.88418
5 C 0.66842 -2.23505 -3.26063
6 H -2.20849 1.69404 -0.12610
7 H -2.28450 -0.12241 -0.15612
8 H -1.00148 0.69390 0.72107
9 H -0.96766 1.29163 -2.27783
10 H 0.34217 1.23257 -1.16101
11 H -0.33348 -0.45037 -3.65503
12 H 1.25565 -0.20164 -2.77221
13 H -0.20069 -2.87670 -3.53566
14 H 1.12674 -2.78287 -2.48575
15 H 1.28785 -2.26699 -4.15983
16 C 3.35922 -0.03991 -6.18700
17 C 1.84344 -0.14190 -6.18916
18 O 1.43931 -1.32353 -6.80870
19 C 0.11345 -1.35926 -7.32625
20 C -0.02443 -2.73793 -7.95181
21 H 3.71046 0.19096 -7.21864
22 H 3.74631 0.70941 -5.47327
23 H 3.89625 -0.99680 -5.89329
24 H 1.55547 -0.11051 -5.13796
25 H 1.38435 0.69063 -6.73928
26 H -0.59932 -1.18609 -6.53157
27 H 0.01101 -0.62403 -8.15886
28 H -0.99339 -2.80303 -8.46876
29 H -0.04361 -3.50305 -7.15862
30 H 0.82869 -2.96447 -8.58576
31 C -1.46398 3.36035 5.88208
32 C -1.65528 1.97667 5.30792
33 O -0.54998 1.18380 5.60109
34 C -0.81088 -0.04840 4.94809
35 C 0.01928 -1.16491 5.51467
36 H -0.49509 3.79602 5.48663
37 H -2.27722 4.01220 5.55896
38 H -1.39700 3.26934 7.00253
39 H -2.56285 1.57600 5.80677
40 H -1.83225 1.98597 4.30178
41 H -1.86881 -0.31269 5.07299
42 H -0.58451 0.08440 3.86167
43 H 1.08222 -1.27842 5.12519
44 H -0.49501 -2.11870 5.29295
45 H -0.00144 -1.02076 6.58947
46 C 0.98250 2.58138 2.70083
47 C 0.41063 3.91369 2.30830
48 O -0.05894 3.73514 0.92783
49 C -0.95245 4.78694 0.63742
50 C -1.31436 4.64448 -0.84749
51 H 1.95605 2.35257 2.33760
52 H 1.00226 2.63047 3.77840
53 H 0.29817 1.73491 2.41378
54 H -0.40558 4.19430 2.93714
55 H 1.17754 4.63726 2.44456
56 H -1.81556 4.78922 1.32560
57 H -0.52762 5.75109 0.71171
58 H -2.10528 5.35189 -1.20929
59 H -1.66120 3.66201 -1.12549
60 H -0.35498 4.83873 -1.41892
61 C 4.44341 0.98250 4.64778
62 C 3.30645 0.08089 4.20672
63 O 3.10585 0.32926 2.87192
64 C 2.24080 -0.60162 2.23715
65 C 2.10194 -0.28540 0.75709
66 H 5.41397 0.74788 4.11025
67 H 4.24039 2.03264 4.57061
68 H 4.58859 0.77405 5.68885
69 H 3.63201 -0.96373 4.45749
70 H 2.45938 0.32088 4.85145
71 H 2.73246 -1.59127 2.29968
72 H 1.26150 -0.56973 2.76912
73 H 3.06222 -0.50079 0.27522
74 H 1.85103 0.74200 0.53832
75 H 1.39646 -0.98333 0.31031
76 O -2.77808 -1.70465 -4.00347
77 C -3.56060 -2.14672 -3.16390
78 N -3.25868 -2.16053 -1.83971
79 C -4.90396 -2.85638 -3.46796
80 H -2.34268 -1.87673 -1.59095
81 H -3.85518 -2.59031 -1.19153
82 H -5.23231 -2.63426 -4.45395
83 H -5.73517 -2.73783 -2.75422
84 H -4.73918 -3.92284 -3.35864
85 O -1.93354 -2.16209 2.23019
86 C -1.07537 -3.02521 2.01300
87 N -0.55836 -3.91344 2.88184
88 C -0.61817 -3.20059 0.56368
89 H -0.95004 -4.01803 3.81142
90 H 0.10199 -4.60633 2.60472
91 H 0.22069 -3.91634 0.42619
92 H -0.43984 -2.14012 0.30546
93 H -1.46427 -3.59772 -0.02651

Atoms 1-6, force components in eV/Å:
-0.57 -0.46 2.27
1.30 0.81 -1.09
0.39 0.24 -0.26
0.20 -0.91 0.48
-1.30 -0.21 -0.74
0.48 -0.54 -0.32

Mulliken population analysis, charges in e, atoms 1 to 4: atom 1 (C): -0.26, atom 2 (C): -0.67, atom 3 (O): 0.36, atom 4 (C): -0.75

Computed, not measured: a structure of composition C24H60N8O3P2Si2V, with the ωB97M-V functional and the def2-TZVPD basis.

## Properties
Gap between HOMO and LUMO (spin up / spin down) ... 6.343 / 5.892 eV
Multiplicity ... 2
E_tot ... -103947.357 eV
Highest occupied orbital energy (spin up / spin down) ... -6.1471 / -5.6964 eV

CARTESIAN COORDINATES (ANGSTROEM)
1 V 1.01377 -0.04155 0.23210
2 C -1.14296 2.81361 1.16027
3 N 0.23750 2.35135 1.14058
4 C 0.71776 2.26758 2.52029
5 C 1.05257 3.26972 0.34896
6 C 2.38244 2.67585 -0.10103
7 N 2.24281 1.53133 -1.00838
8 C 1.60639 1.92678 -2.26516
9 C 3.57676 0.99655 -1.30417
10 H -1.22127 3.82356 1.59396
11 H -1.74595 2.13387 1.76358
12 H -1.55049 2.82085 0.15397
13 H 0.58107 3.22469 3.04982
14 H 1.76978 1.99443 2.54086
15 H 0.16231 1.48746 3.04121
16 H 1.26290 4.19420 0.91252
17 H 0.47907 3.55547 -0.53482
18 H 2.94539 2.33260 0.76826
19 H 2.96440 3.47431 -0.59143
20 H 2.07591 2.83300 -2.67847
21 H 0.54375 2.10050 -2.12045
22 H 1.71791 1.12385 -2.99246
23 H 4.18423 1.73192 -1.85193
24 H 3.47634 0.09033 -1.90071
25 H 4.08113 0.73224 -0.37700
26 C 1.84062 -2.71305 -2.51956
27 Si 1.49000 -2.25794 -0.65812
28 C 0.27017 -3.70613 -0.20740
29 C 3.07853 -2.89060 0.23989
30 C 3.68616 -4.09578 -0.11165
31 C 4.80406 -4.57365 0.55358
32 C 5.34202 -3.83592 1.59755
33 C 4.73964 -2.64492 1.97100
34 C 3.60917 -2.15884 1.31279
35 Si 2.72478 -0.55421 1.89506
36 C 2.13498 -0.99773 3.68476
37 C 4.23935 0.58473 2.38632
38 H 2.41504 -3.63728 -2.58875
39 H 2.40898 -1.93870 -3.04197
40 H 0.90787 -2.87219 -3.06590
41 H 0.52449 -4.62063 -0.74760
42 H -0.76397 -3.45333 -0.45395
43 H 0.31614 -3.94444 0.85826
44 H 3.27282 -4.68931 -0.92034
45 H 5.25408 -5.51537 0.26110
46 H 6.21899 -4.19514 2.12343
47 H 5.16180 -2.08027 2.79631
48 H 2.94540 -1.47945 4.23485
49 H 1.28462 -1.68110 3.68776
50 H 1.83705 -0.10624 4.24147
51 H 4.69804 0.21429 3.30475
52 H 3.95384 1.62257 2.58419
53 H 5.01829 0.59714 1.62081
54 C -4.15581 -3.19199 -2.51336
55 N -4.76194 -2.02113 -1.89392
56 C -6.05194 -1.64710 -2.44141
57 P -3.73402 -0.84823 -1.34403
58 O -2.50585 -1.39240 -0.76796
59 O -3.49412 0.10138 -2.66128
60 P -2.20616 1.09961 -2.80518
61 O -1.50610 1.33721 -1.54031
62 N -2.88588 2.44760 -3.49183
63 C -2.19498 3.70726 -3.27015
64 C -4.24568 2.54870 -3.98124
65 N -1.24429 0.42320 -3.97991
66 C -1.72337 0.38778 -5.35096
67 C -0.57434 -0.80632 -3.55561
68 N -4.67067 0.11846 -0.34455
69 C -4.97251 1.49107 -0.72522
70 C -4.31478 -0.02409 1.06671
71 H -4.77608 -4.06823 -2.31733
72 H -3.17011 -3.35043 -2.08078
73 H -4.05465 -3.07713 -3.59936
74 H -6.74071 -2.48733 -2.33779
75 H -5.98750 -1.38150 -3.50379
76 H -6.44497 -0.79990 -1.88312
77 H -1.13129 3.51367 -3.13665
78 H -2.56869 4.23973 -2.38793
79 H -2.32128 4.35043 -4.14421
80 H -4.67870 1.55507 -4.05688
81 H -4.25191 3.00941 -4.97335
82 H -4.86642 3.15882 -3.31625
83 H -2.13341 1.35989 -5.61676
84 H -2.49224 -0.37816 -5.51361
85 H -0.88174 0.17420 -6.01139
86 H -0.27709 -0.72095 -2.51047
87 H 0.31668 -0.96689 -4.16310
88 H -1.22307 -1.68519 -3.65352
89 H -5.39733 1.51344 -1.72688
90 H -4.09012 2.14370 -0.70000
91 H -5.71283 1.88494 -0.02749
92 H -4.18462 -1.08184 1.28771
93 H -5.12663 0.36645 1.68212
94 H -3.38922 0.51009 1.30587
95 N -1.47841 -1.22209 3.01917
96 N -0.78870 -1.17450 1.77103
97 H -2.10720 -2.01865 3.06852
98 H -2.02980 -0.38064 3.12273
99 H -1.38614 -1.37724 0.96698
100 H -0.07493 -1.89695 1.79766

Atoms 1-6, force components in eV/Å:
-1.63 2.22 0.14
-0.19 -0.02 -0.05
0.26 -0.45 -0.07
0.04 0.02 0.08
0.20 0.01 -0.21
-0.12 0.19 0.27

Mulliken population analysis, charges in e, atoms 1 to 4: atom 1 (V): 1.34, atom 2 (C): -1.03, atom 3 (N): 0.95, atom 4 (C): -1.32

> Which value of multiplicity does entry 3 give?

1